{"formula": "C15H15BrN2", "method": "the ωB97M-V functional and the def2-TZVPD basis", "smiles": "BrCCC1=NCCN1c1cccc2ccccc12", "multiplicity": 1, "homo_lumo_gap_ha": 0.30322, "e_homo_ev": -8.17, "lumo_ha": 0.003, "species": ["Br", "C", "C", "C", "N", "C", "C", "N", "C", "C", "C", "C", "C", "C", "C", "C", "C", "C", "H", "H", "H", "H", "H", "H", "H", "H", "H", "H", "H", "H", "H", "H", "H"], "coordinates": [[2.353389, -2.423163, -3.047778], [1.884206, -0.559423, -2.598477], [2.171879, -0.342830, -1.130425], [1.673641, 0.993364, -0.648999], [2.453497, 1.991905, -0.359128], [1.609956, 3.089978, 0.112880], [0.179461, 2.683628, -0.030920], [0.338068, 1.340925, -0.545349], [-0.653606, 0.383172, -0.381490], [-1.620861, 0.249528, -1.412009], [-2.627700, -0.724487, -1.379166], [-2.657412, -1.629815, -0.291395], [-1.749984, -1.476152, 0.783799], [-1.877504, -2.290393, 1.913778], [-1.067086, -2.120000, 3.030292], [-0.026043, -1.154319, 2.989684], [0.101537, -0.330744, 1.878145], [-0.751145, -0.464249, 0.768911], [0.831710, -0.369143, -2.812426], [2.471360, 0.093238, -3.224318], [1.640778, -1.111388, -0.600480], [3.243809, -0.379369, -0.918036], [1.807025, 3.970524, -0.437227], [1.822049, 3.286791, 1.147968], [-0.336298, 2.652266, 0.913624], [-0.358220, 3.335444, -0.720762], [-1.602812, 0.912638, -2.270756], [-3.413196, -0.815947, -2.140889], [-3.432084, -2.431000, -0.249484], [-2.678978, -3.015315, 1.995004], [-1.195187, -2.776217, 3.891949], [0.609053, -1.009956, 3.857354], [0.856698, 0.440508, 1.916128]], "forces_ev_per_a": [[-0.3, 0.6, -0.1], [-0.1, -0.1, 0.0], [-0.1, 0.7, 0.1], [1.1, 2.5, 0.4], [-0.1, -1.4, -0.3], [0.7, -0.3, 0.4], [-0.4, -0.2, -0.4], [-0.1, -1.1, -0.3], [-2.5, -1.2, -1.5], [0.8, 0.1, 0.9], [-0.4, -1.7, 1.7], [-0.5, 0.9, -1.4], [-0.3, 0.0, -0.5], [0.5, -0.2, 2.0], [0.1, -0.2, -1.0], [-0.6, 0.4, -0.6], [0.2, -0.6, 1.3], [0.0, 0.2, -0.7], [0.1, -0.4, -0.1], [0.3, 0.0, -0.2], [-0.1, -0.5, 0.5], [-0.3, -0.1, 0.0], [0.4, 1.0, -0.6], [0.4, 0.2, 0.5], [-0.4, 0.1, 0.4], [-0.2, -0.2, 0.0], [0.3, 0.1, 0.1], [0.6, 0.2, 0.2], [0.8, 0.8, 0.0], [0.0, 0.0, -0.3], [0.0, 0.3, -0.2], [0.0, 0.0, -0.2], [0.1, 0.1, -0.2]], "nbo_charge": [-0.03, -0.39, -0.49, 0.45, -0.48, -0.26, -0.21, -0.48, 0.15, -0.22, -0.22, -0.19, 0.00, -0.21, -0.22, -0.19, -0.24, -0.02, 0.22, 0.22, 0.23, 0.25, 0.20, 0.19, 0.19, 0.19, 0.22, 0.22, 0.22, 0.21, 0.22, 0.22, 0.22]}

{"formula": "C15H15F5NO6PS2", "method": "the ωB97M-V functional and the def2-TZVPD basis", "smiles": "CCP(C)C1=C(S(=O)(=O)C(F)(F)C(F)(F)F)C(=O)C(S)=C(N(C(C)=O)C(C)=O)C1=O", "multiplicity": 1, "homo_lumo_gap_ha": 0.23631, "e_homo_ev": -9.32, "lumo_ha": -0.106, "species": ["C", "C", "P", "C", "C", "C", "S", "O", "O", "C", "F", "F", "C", "F", "F", "F", "C", "O", "C", "S", "C", "N", "C", "C", "O", "C", "C", "O", "C", "O", "H", "H", "H", "H", "H", "H", "H", "H", "H", "H", "H", "H", "H", "H", "H"], "coordinates": [[3.266237, 2.568879, 2.611885], [1.667781, 2.190067, 2.297117], [1.316379, 2.090059, 0.420300], [-0.459162, 2.798255, 0.223756], [1.257291, 0.308781, -0.243368], [1.212082, 0.065162, -1.708470], [0.966892, 1.310656, -3.073880], [1.881832, 0.839979, -4.263857], [1.388488, 2.758237, -2.784683], [-0.792422, 1.088829, -3.704962], [-1.334774, -0.161982, -3.062788], [-0.809318, 0.859638, -5.196912], [-1.838872, 2.301103, -3.400944], [-1.321436, 3.672404, -3.605180], [-2.954451, 2.143900, -4.410378], [-2.540954, 2.167924, -2.068903], [1.399036, -1.533733, -2.177461], [2.255326, -1.944939, -3.118591], [0.457476, -2.598464, -1.311042], [-0.357993, -4.118568, -2.125883], [0.285345, -2.277979, 0.163560], [-0.697708, -3.118021, 0.940845], [-2.126886, -2.609770, 0.807174], [-2.526229, -1.026319, 0.651825], [-3.119640, -3.526596, 0.787997], [-0.295241, -3.363338, 2.370144], [-0.679437, -2.279512, 3.582786], [0.371549, -4.511206, 2.662513], [1.201645, -1.025899, 0.759511], [1.875912, -1.037673, 1.907238], [3.440452, 2.636965, 3.790377], [3.946070, 1.760194, 2.095150], [3.491028, 3.667907, 2.210280], [1.061437, 3.139463, 2.691928], [1.285037, 1.284632, 2.929797], [-0.435831, 3.524886, -0.696241], [-1.158055, 1.856021, 0.066441], [-0.832532, 3.305995, 1.225887], [0.298854, -5.253447, -1.547262], [-1.594953, -0.339712, 0.850917], [-3.349306, -0.733216, 1.438281], [-2.880842, -0.842200, -0.453650], [-1.746062, -2.477328, 4.045693], [0.198438, -2.346547, 4.364607], [-0.672482, -1.213483, 3.058444]], "forces_ev_per_a": [[-0.6, 0.2, 0.0], [0.0, 0.8, 1.8], [0.2, 0.5, 0.6], [-1.0, -0.9, 0.3], [-1.0, -1.5, -3.0], [-0.2, -1.6, 3.7], [8.2, 1.9, -4.1], [-4.3, 0.7, 4.4], [-3.0, -4.4, 0.4], [-2.7, -2.5, -1.9], [1.6, 3.8, -2.0], [0.3, 0.9, 5.4], [-4.0, 1.9, -1.0], [-1.7, -5.2, 1.1], [3.8, 0.6, 3.5], [2.9, 0.6, -4.5], [3.1, -1.9, -3.8], [-5.9, 2.8, 6.3], [0.4, 1.3, 4.0], [1.6, 0.8, 1.1], [0.4, -0.6, -3.9], [0.4, 2.5, 0.6], [-5.3, -3.9, -0.3], [0.8, -0.2, -0.1], [6.7, 5.9, 0.4], [2.9, -5.7, 2.8], [0.5, 0.0, -1.4], [-4.3, 7.8, -2.2], [2.9, -0.1, 3.4], [-4.5, 0.0, -6.9], [-0.4, -0.5, -2.7], [-1.2, 1.8, 1.2], [-0.4, -2.6, 0.6], [1.1, -2.1, -1.1], [0.9, 1.6, -1.2], [-0.3, -1.5, 1.9], [1.2, 2.2, 0.0], [1.0, -0.9, -2.2], [-0.5, 1.9, -0.3], [-1.7, -1.4, -0.4], [1.5, -0.9, -1.7], [0.6, -0.4, 2.3], [2.3, 0.2, -1.0], [-2.0, 0.1, -1.6], [-0.1, -2.2, 1.3]], "nbo_charge": [-0.63, -0.72, 0.83, -0.93, -0.28, -0.35, 1.88, -0.82, -0.81, 0.41, -0.33, -0.28, 0.93, -0.29, -0.32, -0.32, 0.51, -0.43, -0.16, 0.03, 0.09, -0.58, 0.69, -0.73, -0.50, 0.70, -0.73, -0.50, 0.50, -0.50, 0.23, 0.23, 0.22, 0.24, 0.25, 0.27, 0.23, 0.26, 0.19, 0.21, 0.27, 0.27, 0.26, 0.28, 0.22]}

Please write out number 1 again, unchanged.
{"formula": "C15H15BrN2", "method": "the ωB97M-V functional and the def2-TZVPD basis", "smiles": "BrCCC1=NCCN1c1cccc2ccccc12", "multiplicity": 1, "homo_lumo_gap_ha": 0.30322, "e_homo_ev": -8.17, "lumo_ha": 0.003, "species": ["Br", "C", "C", "C", "N", "C", "C", "N", "C", "C", "C", "C", "C", "C", "C", "C", "C", "C", "H", "H", "H", "H", "H", "H", "H", "H", "H", "H", "H", "H", "H", "H", "H"], "coordinates": [[2.353389, -2.423163, -3.047778], [1.884206, -0.559423, -2.598477], [2.171879, -0.342830, -1.130425], [1.673641, 0.993364, -0.648999], [2.453497, 1.991905, -0.359128], [1.609956, 3.089978, 0.112880], [0.179461, 2.683628, -0.030920], [0.338068, 1.340925, -0.545349], [-0.653606, 0.383172, -0.381490], [-1.620861, 0.249528, -1.412009], [-2.627700, -0.724487, -1.379166], [-2.657412, -1.629815, -0.291395], [-1.749984, -1.476152, 0.783799], [-1.877504, -2.290393, 1.913778], [-1.067086, -2.120000, 3.030292], [-0.026043, -1.154319, 2.989684], [0.101537, -0.330744, 1.878145], [-0.751145, -0.464249, 0.768911], [0.831710, -0.369143, -2.812426], [2.471360, 0.093238, -3.224318], [1.640778, -1.111388, -0.600480], [3.243809, -0.379369, -0.918036], [1.807025, 3.970524, -0.437227], [1.822049, 3.286791, 1.147968], [-0.336298, 2.652266, 0.913624], [-0.358220, 3.335444, -0.720762], [-1.602812, 0.912638, -2.270756], [-3.413196, -0.815947, -2.140889], [-3.432084, -2.431000, -0.249484], [-2.678978, -3.015315, 1.995004], [-1.195187, -2.776217, 3.891949], [0.609053, -1.009956, 3.857354], [0.856698, 0.440508, 1.916128]], "forces_ev_per_a": [[-0.3, 0.6, -0.1], [-0.1, -0.1, 0.0], [-0.1, 0.7, 0.1], [1.1, 2.5, 0.4], [-0.1, -1.4, -0.3], [0.7, -0.3, 0.4], [-0.4, -0.2, -0.4], [-0.1, -1.1, -0.3], [-2.5, -1.2, -1.5], [0.8, 0.1, 0.9], [-0.4, -1.7, 1.7], [-0.5, 0.9, -1.4], [-0.3, 0.0, -0.5], [0.5, -0.2, 2.0], [0.1, -0.2, -1.0], [-0.6, 0.4, -0.6], [0.2, -0.6, 1.3], [0.0, 0.2, -0.7], [0.1, -0.4, -0.1], [0.3, 0.0, -0.2], [-0.1, -0.5, 0.5], [-0.3, -0.1, 0.0], [0.4, 1.0, -0.6], [0.4, 0.2, 0.5], [-0.4, 0.1, 0.4], [-0.2, -0.2, 0.0], [0.3, 0.1, 0.1], [0.6, 0.2, 0.2], [0.8, 0.8, 0.0], [0.0, 0.0, -0.3], [0.0, 0.3, -0.2], [0.0, 0.0, -0.2], [0.1, 0.1, -0.2]], "nbo_charge": [-0.03, -0.39, -0.49, 0.45, -0.48, -0.26, -0.21, -0.48, 0.15, -0.22, -0.22, -0.19, 0.00, -0.21, -0.22, -0.19, -0.24, -0.02, 0.22, 0.22, 0.23, 0.25, 0.20, 0.19, 0.19, 0.19, 0.22, 0.22, 0.22, 0.21, 0.22, 0.22, 0.22]}